Here is a 9-piece molecular cluster, C46H63BN2O17S overall at a distorted geometry from OMol25. Energies are from wB97M-V/def2-TZVPD.

The energy relative to the best compared isomer or geometry (same formula, charge and spin) is 426.3 kcal/mol. Its total charge is 0. The energy is -3601.74751 a.u. Its SMILES is CN(C)B(O)c1ccc2c(c1)Sc1ccccc1N2.O=C1CCCO1.O=C1CCCO1.O=C1CCCO1.O=C1CCCO1.O=C1CCCO1.O=C1CCCO1.O=C1CCCO1.O=C1CCCO1. For the LUMO energy, the calculation gives 0.3 eV. Its molar mass is 958.886 g mol⁻¹. The calculation puts the HOMO-LUMO gap at 7.970 eV. The highest occupied orbital energy comes out at -7.70 eV.

Last column: Mulliken charge in e.
Geometry (Å):
C: 0.84 -1.33 1.53  -0.7756
N: 1.31 -2.23 0.37  0.0583
C: 2.52 -1.53 -0.21  -0.8390
B: 1.72 -3.53 1.10  0.4095
O: 0.84 -4.72 0.94  -0.6177
C: 3.11 -3.62 2.02  0.4202
C: 3.17 -3.40 3.65  -0.1721
C: 4.64 -3.49 4.41  -0.5602
C: 6.08 -3.79 3.62  -0.1011
C: 5.92 -4.01 1.97  0.1127
C: 4.50 -3.95 1.16  -0.3825
S: 7.58 -4.33 1.07  -0.2431
C: 8.75 -3.12 1.98  0.3023
C: 9.89 -2.24 1.18  -0.4057
C: 10.81 -1.18 2.08  -0.4088
C: 10.55 -1.11 3.74  -0.2526
C: 9.42 -1.99 4.52  -0.4088
C: 8.48 -3.03 3.63  0.1059
N: 7.43 -3.89 4.29  -0.4111
H: 0.03 -1.99 2.10  0.2369
H: 1.75 -1.17 2.27  0.2559
H: 0.37 -0.32 1.14  0.2176
H: 3.17 -2.30 -0.81  0.2087
H: 3.22 -1.09 0.65  0.3312
H: 2.26 -0.64 -0.95  0.1809
H: 0.49 -4.72 0.00  0.4329
H: 2.17 -3.18 4.26  0.3783
H: 4.72 -3.33 5.59  0.2404
H: 4.43 -4.11 0.00  0.2679
H: 10.06 -2.35 0.00  0.2751
H: 11.63 -0.49 1.60  0.3040
H: 11.23 -0.38 4.37  0.2863
H: 9.22 -1.91 5.68  0.2921
H: 7.75 -4.88 4.10  0.4089
O: 14.13 -0.77 5.16  -0.5936
C: 14.25 -1.95 4.90  0.4823
C: 15.53 -2.73 4.95  -0.3769
C: 15.18 -3.97 4.18  -0.5070
C: 13.70 -4.11 4.43  -0.4434
O: 13.21 -2.78 4.56  -0.2427
H: 15.77 -2.95 6.00  0.2588
H: 16.34 -2.18 4.47  0.2688
H: 15.75 -4.85 4.49  0.3224
H: 15.36 -3.81 3.11  0.2665
H: 13.49 -4.65 5.36  0.2609
H: 13.19 -4.61 3.61  0.3077
O: -0.03 -4.18 -1.89  -0.7280
C: -0.30 -3.26 -2.64  0.6199
C: -1.68 -2.75 -2.93  -0.0308
C: -1.46 -1.92 -4.17  0.0205
C: -0.04 -1.46 -4.02  -0.6027
O: 0.63 -2.52 -3.32  -0.3894
H: -2.01 -2.14 -2.08  -0.1725
H: -2.37 -3.57 -3.11  0.3092
H: -2.17 -1.10 -4.27  0.5133
H: -1.55 -2.56 -5.05  -0.1723
H: 0.05 -0.55 -3.42  0.2231
H: 0.45 -1.30 -4.98  0.3694
O: -2.32 0.10 0.35  -0.6089
C: -3.48 0.03 -0.04  0.3111
C: -4.68 0.51 0.72  -0.1927
C: -5.81 -0.17 -0.01  -0.1888
C: -5.26 -0.31 -1.41  -0.4356
O: -3.86 -0.48 -1.25  -0.2690
H: -4.73 1.60 0.63  0.1886
H: -4.63 0.21 1.77  0.3410
H: -6.75 0.38 0.03  0.0642
H: -5.98 -1.16 0.43  0.2378
H: -5.44 0.59 -2.01  0.2505
H: -5.68 -1.18 -1.92  0.3188
O: -1.69 -2.46 -7.08  -0.5916
C: -2.68 -3.15 -7.28  0.5552
C: -3.25 -3.49 -8.62  -0.4552
C: -4.62 -4.00 -8.26  -0.4877
C: -4.41 -4.58 -6.89  -0.4723
O: -3.39 -3.77 -6.29  -0.3030
H: -2.64 -4.26 -9.09  0.2666
H: -3.31 -2.60 -9.26  0.2978
H: -5.02 -4.73 -8.98  0.3238
H: -5.33 -3.17 -8.21  0.2667
H: -4.05 -5.62 -6.93  0.2759
H: -5.32 -4.54 -6.28  0.3063
O: -7.07 1.98 1.20  -0.6251
C: -8.08 2.53 0.79  0.5552
C: -8.53 3.91 1.17  -0.3560
C: -9.97 3.91 0.72  -0.5526
C: -9.96 2.93 -0.43  0.2281
O: -8.95 1.98 -0.10  -0.4018
H: -7.94 4.64 0.61  0.1068
H: -8.45 4.08 2.24  0.4108
H: -10.35 4.89 0.45  0.2963
H: -10.61 3.52 1.53  0.3086
H: -9.69 3.41 -1.38  -0.2822
H: -10.92 2.43 -0.55  0.3681
O: 0.88 1.80 8.08  -0.5877
C: 1.28 0.71 7.69  0.4899
C: 2.02 0.46 6.42  -0.4915
C: 1.89 -1.04 6.27  0.1493
C: 1.80 -1.50 7.70  -0.5093
O: 1.14 -0.45 8.40  -0.3452
H: 3.06 0.77 6.54  0.2891
H: 1.55 0.98 5.58  0.2825
H: 2.72 -1.49 5.72  -0.1615
H: 0.96 -1.28 5.74  0.2177
H: 2.79 -1.65 8.16  0.2716
H: 1.23 -2.43 7.80  0.3293
O: -8.16 4.79 -1.72  -0.6137
C: -8.38 4.99 -2.90  0.3696
C: -7.46 5.71 -3.85  0.2140
C: -8.37 5.99 -5.02  -0.6607
C: -9.36 4.86 -4.95  -0.4513
O: -9.48 4.54 -3.57  -0.3819
H: -6.64 5.04 -4.13  0.2711
H: -7.07 6.63 -3.40  -0.0910
H: -7.85 6.06 -5.97  0.3204
H: -8.89 6.95 -4.85  0.3151
H: -9.00 3.97 -5.48  0.2459
H: -10.33 5.14 -5.36  0.3495
O: -5.28 6.85 -4.20  -0.6125
C: -4.80 7.72 -3.49  0.5240
C: -4.19 7.51 -2.14  -0.2590
C: -4.14 8.91 -1.59  -0.5139
C: -4.00 9.75 -2.83  -0.4514
O: -4.71 9.04 -3.84  -0.3499
H: -3.19 7.08 -2.26  0.3094
H: -4.82 6.86 -1.52  0.1856
H: -3.33 9.07 -0.87  0.3247
H: -5.08 9.14 -1.08  0.2555
H: -2.95 9.85 -3.14  0.2735
H: -4.43 10.74 -2.70  0.3262